(1)
DFT (ωB97M-V with the def2-TZVPD basis set) results for 2 unconnected molecules or ions with the total composition C4H6IN3 in a non-equilibrium geometry.

Each line ends with the natural charge from an NBO analysis.
CARTESIAN COORDINATES (ANGSTROEM)
H1 -1.67196 1.12760 2.60348  0.181
H2 -1.57049 2.17964 1.01369  0.208
C1 -1.16619 1.59986 1.87137  -0.512
N1 -0.15758 -2.70241 0.12410  -0.261
H3 0.75987 -2.38230 -1.75109  0.193
C2 0.43648 -2.01548 -0.85181  0.135
N2 0.33319 -0.66623 -0.64813  -0.446
H4 -0.05024 0.82004 -2.10767  0.223
C3 0.74793 0.39637 -1.49245  -0.426
I1 0.52710 2.56210 2.42334  0.190
C4 -0.30550 -0.60091 0.51268  0.441
H5 0.96168 1.36431 -0.91688  0.222
H6 1.73512 0.03241 -1.81227  0.231
N3 -0.57941 -1.71501 1.03162  -0.380

Values from the calculation:
ΔE to the lowest compared entry with this formula, charge and spin ... 97.85 kcal/mol
Net charge ... 0
Maximum force ... 4.8 eV/Å
Total energy ... -617.77481 Eh
Orbital gap (spin up / spin down) ... 0.32162 / 0.28177 Eh

---

(2)
DFT (ωB97M-V with the def2-TZVPD basis set) results for a gas-phase ion, C4H9NOS (charge -1) in a non-equilibrium geometry.

Each line ends with the Mulliken spin population.
CARTESIAN COORDINATES (ANGSTROEM)
H1 1.13188 -1.26111 -1.45918  -0.771
N1 -1.23405 0.98925 -0.50375  -0.892
H2 -1.11228 -0.94310 -1.22907  -0.120
H3 1.24986 -2.28154 0.42374  -0.818
O1 -1.36318 2.39712 1.31091  -0.164
H4 -0.49092 0.25866 -2.30409  -0.550
H5 -1.80080 1.62825 -1.03901  -0.060
H6 0.33972 1.53569 0.70764  -0.039
H7 -0.24969 -1.77497 0.72531  -0.285
C1 -0.51478 -0.02679 -1.24731  2.342
C2 0.74068 -1.32236 0.60235  1.377
H8 0.29690 0.03914 2.48765  0.008
H9 1.53558 0.27834 -0.46802  -0.170
C3 -0.75726 1.60274 0.62065  0.749
C4 0.82936 -0.50541 -0.72591  0.329
S1 1.39899 -0.61391 2.09808  0.065

Values from the calculation:
ΔE to the lowest compared entry with this formula, charge and spin ... 29.45 kcal/mol
Multiplicity ... 2
Net charge ... -1
Maximum force ... 1.9 eV/Å
<S²> ... 0.750
Total energy ... -685.92556 Eh
Orbital gap (spin up / spin down) ... 0.08251 / 0.33374 Eh

---

(3)
DFT (ωB97M-V with the def2-TZVPD basis set) results for a molecular structure, F3H3S2Si2 in a non-equilibrium geometry.

Each line ends with the natural charge from an NBO analysis.
CARTESIAN COORDINATES (ANGSTROEM)
F1 2.73008 2.56293 0.72713  -0.643
S1 -0.89403 1.39713 1.34004  -0.416
F2 3.70036 0.49195 0.08731  -0.651
H1 -0.88330 0.01788 -1.19496  -0.073
H2 2.24759 -1.32964 0.77672  0.191
H3 -0.31719 2.55628 0.98009  0.154
F3 2.62931 1.82482 -1.65483  -0.645
Si1 0.41624 0.16360 0.04879  0.424
S2 0.86144 -1.74655 0.78870  -0.374
Si2 2.39189 1.31931 -0.20323  2.033

Values from the calculation:
ΔE to the lowest compared entry with this formula, charge and spin ... 23.58 kcal/mol
Net charge ... 0
Maximum force ... 4.2 eV/Å
Total energy ... -1676.96380 Eh
Orbital gap ... 0.34302 Eh

---

(4)
DFT (ωB97M-V with the def2-TZVPD basis set) results for a molecular structure, C15H60BNO26 in a non-equilibrium geometry.

Each line ends with the Mulliken charge.
CARTESIAN COORDINATES (ANGSTROEM)
C1 -2.27735 3.01828 0.62245  -1.316
H1 1.17565 5.06128 -2.62155  0.298
H2 -1.67935 3.86928 0.33045  0.398
O1 -4.37735 5.28628 -0.77255  -0.638
H3 0.58565 1.82228 -5.18555  0.276
N1 0.46265 0.39328 -0.47055  1.434
O2 4.94065 -1.35472 3.42345  -0.587
H4 -4.19135 5.70928 0.10445  0.304
H5 -0.69935 4.05328 -2.86355  0.397
H6 1.85665 -3.96272 2.22845  0.257
C2 2.68065 -0.21072 0.33745  0.020
H7 -3.10835 -6.28472 -2.58155  0.318
C3 -1.19835 -1.31872 -1.69455  -1.199
H8 2.62865 -1.37172 0.55745  -0.184
O3 -1.71135 2.40728 4.53545  -0.692
C4 -0.38335 1.60728 -0.60255  -1.255
H9 -0.88735 -1.14772 0.43745  0.862
H10 -0.83235 -4.02372 -1.88555  0.295
H11 -1.74135 -0.62972 -2.18155  0.687
H12 -3.00035 -1.73072 2.34345  0.257
H13 3.53565 3.90428 1.10045  0.279
O4 5.90565 1.77128 -0.43555  -0.659
H14 3.56565 0.20328 -1.53155  0.477
O5 -4.16135 0.41728 -1.44455  -0.650
O6 -1.30635 -2.79272 2.45045  -0.737
H15 0.88965 0.37828 -2.68855  0.058
O7 -4.95435 -5.15172 -1.90455  -0.636
C5 1.32665 0.40128 0.72145  -0.513
H16 -4.71435 -4.45672 -1.24655  0.343
H17 -0.56635 -1.62172 -2.51255  0.444
H18 -0.89635 2.94628 -3.91355  0.409
H19 1.61565 1.43228 0.85445  0.676
H20 0.40265 -3.58072 1.72345  0.351
H21 2.99665 -1.78972 -4.43455  0.349
O8 -1.00935 -0.22272 3.57745  -0.674
O9 -4.60835 0.52028 1.48045  -0.558
C6 -1.36235 1.93028 0.57745  0.598
C7 2.70365 -0.28872 -1.12855  -1.196
C8 -2.11135 -2.43972 -1.33555  -0.192
H22 -2.01535 -4.65772 -0.96755  0.570
H23 -2.53835 3.26428 1.74145  0.321
C9 -0.35135 -0.92572 -0.40955  -0.750
H24 -4.47235 -1.25972 2.22145  0.382
O10 2.60965 1.77828 3.54545  -0.384
O11 2.78265 -1.15872 -4.99955  -0.593
C10 3.46765 1.94428 5.58045  0.270
B1 1.54165 1.53628 4.53645  1.483
O12 1.22065 -4.15372 1.58945  -0.594
H25 -1.20135 -1.92372 3.02345  0.518
C11 -0.60335 1.80728 4.51145  0.570
C12 3.67065 2.11828 4.15345  0.896
O13 0.97265 0.30628 4.23545  -0.432
H26 -0.67135 2.17728 1.31845  -0.009
H27 -1.64135 0.86728 0.97045  -0.283
O14 4.37065 1.73928 6.39645  -0.637
O15 -2.70935 -7.09972 -2.51855  -0.623
H28 0.54865 -1.57272 -0.19455  0.205
H29 6.47965 1.56628 0.23845  0.297
H30 -0.92435 -3.66572 -0.12755  -0.037
H31 3.71665 -3.85372 -2.67855  0.217
O16 3.48265 -3.25372 -3.37155  -0.620
H32 1.78065 -1.28272 -5.16155  0.297
H33 3.00065 -1.23572 -1.49855  0.364
H34 -4.07535 1.39728 -1.64355  0.490
H35 -1.15435 -3.49172 3.00145  0.315
H36 2.71965 -4.34372 0.03145  0.275
C13 -1.48835 -3.79972 -0.99355  -1.264
H37 3.71265 0.11628 0.56845  0.582
H38 4.91765 -1.44472 2.47045  0.276
O17 -0.21635 1.58428 -4.91055  -0.688
H39 -4.26035 5.99228 -1.40455  0.310
H40 0.98465 -0.19672 1.57345  -0.468
O18 0.46965 2.55528 4.58745  -0.494
H41 -3.43135 2.84028 0.20545  0.012
O19 0.63965 4.83228 -1.79855  -0.637
O20 4.68065 2.35828 3.55445  -0.738
H42 -3.22235 -7.69372 -2.00055  0.297
O21 3.46965 -4.22572 -0.52655  -0.544
O22 2.35665 1.53928 5.79145  -0.609
O23 -1.30235 3.68428 -3.53055  -0.757
H43 4.16965 -3.74872 -0.14555  0.273
H44 0.49865 5.54928 -1.11955  0.275
H45 -5.44135 -5.83372 -1.46955  0.304
H46 5.15665 2.21728 0.07145  0.357
H47 1.63465 1.61428 -1.78355  0.256
O24 3.94065 3.00328 0.99845  -0.733
H48 -2.96935 3.07328 -2.89455  0.337
H49 -3.88735 3.90028 -1.97855  0.344
H50 4.24465 2.67828 1.89545  0.433
H51 -5.40935 1.02228 1.42145  0.284
O25 -3.86135 -1.97772 2.46345  -0.706
H52 -2.91035 -2.59272 -2.28955  0.280
C14 -0.24835 0.48928 4.31045  0.269
H53 -2.65535 -2.02672 -0.53155  0.106
O26 -3.78235 2.94528 -2.42155  -0.694
H54 -4.25735 1.08628 2.06245  0.221
H55 -3.62335 0.26128 -0.61355  0.177
H56 -1.00835 1.85928 -5.57855  0.321
H57 0.18665 2.48828 -0.46455  0.949
H58 -1.06835 1.62528 -1.49055  0.409
H59 4.15365 -1.78672 3.84145  0.295
C15 1.47965 0.37128 -1.58055  0.075
H60 2.84665 -3.73672 -3.78355  0.279

Values from the calculation:
ΔE to the lowest compared entry with this formula, charge and spin ... 0.00 kcal/mol
Net charge ... 0
Maximum force ... 11.0 eV/Å
Total energy ... -2643.24558 Eh
Orbital gap ... 0.32456 Eh

---

(5)
DFT (ωB97M-V with the def2-TZVPD basis set) results for 2 unconnected molecules or ions with the total composition C3H8NO in a non-equilibrium geometry.

Each line ends with the natural charge from an NBO analysis.
CARTESIAN COORDINATES (ANGSTROEM)
H1 0.18035 0.05880 0.07362  0.477
H2 -2.62565 -0.95582 0.24269  0.235
H3 3.86854 -0.36237 0.45585  0.146
H4 -1.12336 -1.78072 0.74852  0.252
C1 -1.56695 -1.09216 0.02868  -0.445
H5 3.29904 0.67225 -0.98123  0.134
H6 -0.77714 2.18838 0.09057  0.230
C2 3.03101 0.06816 -0.10339  0.353
N1 -0.86038 0.14882 0.06028  -0.382
H7 -1.45897 -1.54851 -0.95855  0.250
C3 -1.38749 1.29551 0.06727  0.119
O1 1.88613 -0.11202 0.21875  -0.590
H8 -2.46515 1.41968 0.05695  0.222

Values from the calculation:
ΔE to the lowest compared entry with this formula, charge and spin ... 17.19 kcal/mol
Net charge ... +1
Maximum force ... 1.4 eV/Å
Total energy ... -248.80850 Eh
Orbital gap ... 0.36961 Eh

---

(6)
DFT (ωB97M-V with the def2-TZVPD basis set) results for 4 unconnected molecules or ions with the total composition C2H12NO4 in a non-equilibrium geometry.

Each line ends with the Mulliken spin population.
CARTESIAN COORDINATES (ANGSTROEM)
H1 -0.07909 -0.69977 -0.26835  0.000
H2 0.91104 -1.11870 -2.56620  0.000
H3 0.15894 0.37259 2.38709  0.001
N1 -0.50372 -0.38387 0.62922  0.002
H4 -1.36218 0.82414 -0.78625  0.002
H5 -2.01652 1.09018 0.87164  0.011
H6 1.53794 0.11121 -1.74575  -0.009
H7 0.99394 -1.13825 1.95456  0.000
C1 -1.08757 0.91259 0.23373  0.000
H8 1.46484 0.46465 1.11388  0.000
H9 1.59941 2.37644 -2.26737  -0.025
H10 -1.25123 -1.71071 0.71310  0.000
C2 0.59774 -0.17088 1.57510  -0.001
O1 -1.90864 -2.46555 1.03146  0.000
O2 -0.25138 2.08190 0.32693  0.103
H11 -1.59925 -3.35421 0.84726  0.000
O3 1.08243 1.64133 -1.83562  0.914
H12 0.30748 2.06310 -0.47961  -0.033
O4 1.40583 -0.89618 -1.73481  0.035

Values from the calculation:
ΔE to the lowest compared entry with this formula, charge and spin ... 29.49 kcal/mol
Multiplicity ... 2
Net charge ... 0
Maximum force ... 3.1 eV/Å
<S²> ... 0.755
Total energy ... -438.96390 Eh
Orbital gap (spin up / spin down) ... 0.34946 / 0.18741 Eh

---

Repeat the fifth record exactly.
DFT (ωB97M-V with the def2-TZVPD basis set) results for 2 unconnected molecules or ions with the total composition C3H8NO in a non-equilibrium geometry.

Each line ends with the natural charge from an NBO analysis.
CARTESIAN COORDINATES (ANGSTROEM)
H1 0.18035 0.05880 0.07362  0.477
H2 -2.62565 -0.95582 0.24269  0.235
H3 3.86854 -0.36237 0.45585  0.146
H4 -1.12336 -1.78072 0.74852  0.252
C1 -1.56695 -1.09216 0.02868  -0.445
H5 3.29904 0.67225 -0.98123  0.134
H6 -0.77714 2.18838 0.09057  0.230
C2 3.03101 0.06816 -0.10339  0.353
N1 -0.86038 0.14882 0.06028  -0.382
H7 -1.45897 -1.54851 -0.95855  0.250
C3 -1.38749 1.29551 0.06727  0.119
O1 1.88613 -0.11202 0.21875  -0.590
H8 -2.46515 1.41968 0.05695  0.222

Values from the calculation:
ΔE to the lowest compared entry with this formula, charge and spin ... 17.19 kcal/mol
Net charge ... +1
Maximum force ... 1.4 eV/Å
Total energy ... -248.80850 Eh
Orbital gap ... 0.36961 Eh